[1]
C37H35I2N4SbTa as an isolated structure. Source: the OMol25 dataset; level of theory: the ωB97M-V functional and the def2-TZVPD basis.

Structure (XYZ):
```
80
Properties=species:S:1:pos:R:3:forces:R:3:lowdin_charge:R:1
Ta 0.2455 -1.9009 0.3025 0.23 -0.47 -0.07 1.526
C -3.6303 -2.4103 -3.8660 0.01 0.00 0.00 -0.017
C -2.4249 -1.7510 -3.6576 -0.01 -0.04 0.03 -0.033
C -1.8826 -1.7209 -2.3854 0.06 0.02 -0.09 -0.109
C -2.5369 -2.3496 -1.3335 0.00 -0.08 0.04 -0.285
C -3.7533 -2.9984 -1.5299 0.06 -0.04 0.00 0.014
C -4.2921 -3.0201 -2.8045 -0.01 -0.01 -0.01 -0.020
N -1.9197 -2.2882 -0.0412 0.02 -0.01 0.10 -0.124
N -2.6511 -2.5280 0.9527 0.04 0.10 0.05 0.142
C -1.9939 -2.5200 2.1766 -0.07 0.04 -0.15 -0.308
C -2.7663 -2.6974 3.3150 0.05 0.01 0.05 0.048
C -2.1436 -2.6629 4.5593 -0.01 -0.01 -0.05 -0.002
C -0.7787 -2.4436 4.6322 -0.02 -0.01 0.01 -0.013
C -0.0080 -2.2670 3.4763 0.12 0.10 0.02 -0.104
C -0.5943 -2.3036 2.2193 -0.01 0.00 -0.10 -0.305
H -4.0589 -2.4473 -4.8584 -0.01 0.01 0.00 0.129
H -1.9255 -1.2508 -4.4758 0.01 0.00 -0.01 0.126
H -0.9740 -1.1459 -2.2153 0.01 -0.05 0.02 0.045
H -4.2587 -3.4834 -0.7076 0.01 -0.01 0.02 0.123
H -5.2332 -3.5245 -2.9746 0.00 -0.01 0.00 0.129
H -3.8324 -2.8531 3.2145 0.00 -0.01 0.00 0.140
H -2.7228 -2.8073 5.4607 0.00 0.01 0.00 0.134
H -0.2907 -2.4169 5.5978 0.00 0.01 0.00 0.131
H 1.0570 -2.1112 3.6028 -0.03 0.06 -0.02 0.085
C -0.0346 3.9003 -1.8682 0.05 -0.04 0.00 -0.033
C -1.2627 3.0435 -2.0073 -0.07 0.03 -0.02 -0.286
C -2.3168 3.5065 -2.7951 -0.01 0.02 0.02 -0.009
C -3.5077 2.8089 -2.9140 0.00 -0.02 0.01 -0.024
C -3.6957 1.6229 -2.2178 0.00 0.01 0.00 -0.050
C -2.6630 1.1249 -1.4439 -0.01 0.00 0.12 -0.147
C -1.4536 1.8150 -1.3631 0.02 -0.09 -0.01 -0.345
Sb 0.0763 1.0117 -0.1585 0.13 0.17 0.12 1.560
C -0.0751 2.0641 1.6616 -0.02 0.05 -0.03 -0.325
C -1.1923 2.8910 1.7748 -0.05 -0.05 0.02 -0.106
C -1.3726 3.6503 2.9205 0.00 0.00 -0.01 -0.042
C -0.4356 3.5835 3.9398 0.02 0.00 0.00 -0.026
C 0.6774 2.7631 3.8158 -0.01 0.05 -0.02 -0.016
C 0.8800 1.9867 2.6801 0.07 0.00 0.00 -0.304
C 2.0968 1.1093 2.5861 0.00 -0.19 0.08 -0.064
C 1.9906 1.4163 -0.9783 -0.04 -0.02 0.03 -0.375
C 2.8690 2.2155 -0.2502 0.02 0.28 -0.16 -0.141
C 4.1394 2.4731 -0.7410 -0.01 -0.01 -0.03 -0.038
C 4.5289 1.9237 -1.9557 -0.01 -0.01 0.01 -0.029
C 3.6470 1.1358 -2.6819 0.01 0.04 -0.01 -0.015
C 2.3624 0.8734 -2.2115 0.00 -0.06 -0.06 -0.328
C 1.4152 0.0421 -3.0334 0.00 -0.12 0.01 -0.051
H -0.2958 4.9432 -2.0358 0.03 0.00 -0.03 0.099
H 0.7331 3.6309 -2.5967 0.02 -0.01 0.01 0.097
H 0.4069 3.8430 -0.8715 0.00 -0.02 0.03 0.064
H -2.2018 4.4547 -3.3052 0.00 0.00 -0.01 0.131
H -4.3012 3.2071 -3.5316 -0.01 0.01 0.00 0.126
H -4.6381 1.0951 -2.2704 -0.01 0.00 0.00 0.121
H -2.8193 0.2099 -0.8848 0.00 0.09 -0.03 0.079
H -1.9209 2.9535 0.9757 -0.01 0.00 -0.01 0.099
H -2.2359 4.2952 3.0097 0.00 0.01 -0.01 0.124
H -0.5624 4.1821 4.8317 -0.01 -0.01 0.01 0.126
H 1.4123 2.7370 4.6108 0.00 -0.01 0.00 0.127
H 2.8764 1.4431 3.2698 -0.01 0.00 0.03 0.106
H 2.5324 1.1096 1.5838 -0.12 -0.29 0.43 0.018
H 1.8492 0.0819 2.8611 -0.02 -0.16 0.07 0.060
H 2.5635 2.6568 0.6929 0.03 0.20 -0.32 0.100
H 4.8158 3.1074 -0.1845 0.00 0.02 0.00 0.126
H 5.5164 2.1240 -2.3489 0.01 -0.01 0.00 0.127
H 3.9536 0.7339 -3.6398 -0.01 0.00 0.00 0.129
H 1.8139 -0.1449 -4.0291 0.01 0.00 0.01 0.102
H 0.4445 0.5309 -3.1561 -0.01 -0.01 0.02 0.075
H 1.2528 -0.9519 -2.5825 -0.02 0.05 -0.01 0.049
I 6.3241 -0.9428 1.0396 -0.01 0.00 0.00 1.041
C 4.4507 -1.7626 1.2324 0.02 -0.06 0.07 -0.727
C 4.0628 -2.8045 2.0829 0.06 0.06 0.01 -0.037
N 2.7629 -3.0149 1.9216 -0.05 -0.06 -0.23 0.029
N 2.2478 -2.1842 0.9770 -0.33 0.21 0.17 -0.176
C 3.2994 -1.4114 0.5636 -0.12 0.01 -0.06 -0.153
H 4.6414 -3.3909 2.7811 0.02 -0.01 -0.01 0.158
H 2.1965 -3.7676 2.2921 0.01 0.03 0.03 0.131
H 3.1619 -0.6379 -0.1834 0.01 -0.02 0.01 0.100
I 0.2201 -4.9825 0.1941 -0.04 0.20 0.07 1.062
C 0.6005 -3.4041 -1.1810 0.00 0.14 -0.14 -0.768
H -0.0971 -3.5201 -2.0061 0.00 0.04 -0.01 -0.006
H 1.6296 -3.4784 -1.5308 0.01 -0.03 -0.01 0.007
```
Forces are in eV/Å.

Computed properties:
Spin multiplicity: 1
Net charge: +3
HOMO-LUMO gap in eV: 5.244
DFT total energy in Ha: -2541.5571
HOMO in eV: -16.3

---

[2]
A 2-piece molecular cluster, C4H2BrFO4 overall. Source: the OMol25 dataset; level of theory: the ωB97M-V functional and the def2-TZVPD basis.

Structure (XYZ):
```
12
Properties=species:S:1:pos:R:3:forces:R:3:lowdin_charge:R:1
C -2.3192 1.0988 -0.1154 -0.12 0.01 -1.45 -0.751
C 1.9949 -1.2157 -0.1068 1.57 2.30 2.50 -0.898
C -1.1205 0.2076 0.3843 0.16 1.22 1.93 -0.084
C 1.2813 0.0206 -0.4537 -1.32 1.93 1.87 -0.463
O -2.3857 2.2581 0.3370 0.47 0.00 0.60 -0.108
O 2.7906 -1.0542 0.8683 -0.17 -1.26 -0.27 -0.166
O -3.1149 0.5718 -0.9375 0.57 -0.20 0.53 -0.108
O 1.7855 -2.1323 -0.8672 -0.32 -2.61 -1.42 -0.038
F -1.3758 -1.0887 0.1948 0.07 -0.60 0.28 -0.026
Br 2.0454 1.6998 0.1182 0.02 0.05 0.14 0.534
H -0.8915 0.5042 1.5085 0.01 -0.93 -2.22 0.122
H 0.9930 0.2010 -1.4145 -0.95 0.08 -2.48 -0.015
```
Forces are in eV/Å.

Computed properties:
ΔE to the lowest compared entry with this formula, charge and spin in kJ/mol: 47.7
Spin multiplicity: 1
Net charge: -2
HOMO-LUMO gap (spin up / spin down) in eV: 6.720 / 6.671
DFT total energy in Ha: -3128.3844
HOMO (spin up / spin down) in eV: -1.1 / -1.1

---

[3]
C25H44N7NaO4 as an isolated structure. Source: the OMol25 dataset; level of theory: the ωB97M-V functional and the def2-TZVPD basis.

Structure (XYZ):
```
81
Properties=species:S:1:pos:R:3:forces:R:3:lowdin_charge:R:1
Na 0.9159 -1.4200 0.8670 -0.15 0.48 0.59 0.369
C -1.3533 -1.1017 1.9578 0.05 -0.11 -0.18 -0.094
C -2.1671 -0.6874 0.8684 0.00 0.05 0.08 -0.153
C -2.1213 0.7440 0.8508 0.05 0.02 -0.08 -0.178
C -1.2329 1.1397 1.8892 -0.07 -0.01 -0.06 -0.070
C -0.7621 0.0143 2.5754 0.03 -0.01 0.10 -0.251
C 0.0309 0.0284 3.8712 -0.04 -0.02 0.01 -0.553
C -0.9413 0.1977 5.0510 0.01 0.01 0.01 -0.047
C 1.0300 1.1889 3.8910 0.01 0.02 -0.02 -0.048
C 0.7965 -1.2826 4.0783 0.03 -0.03 -0.01 -0.047
C -2.9592 1.7786 0.0862 -0.07 0.02 0.02 -0.518
C -2.6858 3.1984 0.6088 0.03 -0.02 0.02 -0.079
C -2.6834 1.8483 -1.4323 0.04 0.06 -0.03 -0.067
C -4.4616 1.5362 0.3215 -0.04 0.00 -0.06 -0.051
C -3.0154 -1.7228 0.1228 0.01 -0.05 -0.03 -0.525
C -4.3298 -1.9732 0.8814 -0.06 0.04 0.04 -0.040
C -2.2775 -3.0732 0.0475 0.02 0.04 0.00 -0.056
C -3.3439 -1.3664 -1.3299 -0.04 -0.03 -0.06 -0.056
H -1.2728 -2.1256 2.3042 0.02 0.02 0.02 0.097
H -0.9991 2.1588 2.1601 -0.01 0.01 -0.03 0.091
H -1.4957 1.1328 4.9520 0.01 -0.01 0.00 0.084
H -0.4055 0.2097 6.0064 -0.02 0.00 -0.02 0.079
H -1.6667 -0.6182 5.0683 0.02 0.00 0.00 0.086
H 0.5142 2.1490 3.8288 0.01 -0.01 0.00 0.076
H 1.7203 1.1216 3.0469 -0.01 -0.01 0.01 0.068
H 1.6086 1.1836 4.8200 -0.01 -0.01 -0.01 0.085
H 0.1246 -2.1429 4.0848 0.00 0.02 -0.01 0.082
H 1.3270 -1.2707 5.0346 -0.03 0.01 0.00 0.088
H 1.5530 -1.4377 3.3027 -0.01 0.02 -0.01 0.058
H -1.6310 3.4687 0.5149 -0.01 -0.02 0.00 0.074
H -2.9684 3.3004 1.6568 0.00 -0.01 0.00 0.089
H -3.2676 3.9178 0.0255 0.00 -0.01 0.01 0.083
H -1.7819 2.4473 -1.6154 -0.06 -0.02 0.03 0.063
H -3.5058 2.3522 -1.9485 0.01 0.02 0.00 0.089
H -2.5558 0.8659 -1.8814 -0.02 0.11 0.03 0.038
H -4.6547 1.4147 1.3887 0.01 0.02 -0.01 0.096
H -4.8319 0.6464 -0.1852 0.03 0.09 0.06 0.050
H -5.0462 2.3876 -0.0427 0.01 -0.02 0.00 0.081
H -4.1129 -2.2713 1.9084 0.00 0.00 -0.01 0.088
H -4.9133 -2.7687 0.4062 0.01 0.01 -0.01 0.082
H -4.9468 -1.0745 0.9228 0.04 -0.08 0.02 0.063
H -2.1091 -3.5148 1.0291 -0.01 0.03 0.00 0.077
H -1.3072 -2.9630 -0.4450 0.00 0.00 0.00 0.065
H -2.8642 -3.7884 -0.5352 -0.01 0.01 0.02 0.085
H -3.9502 -0.4692 -1.4296 0.03 -0.11 0.01 0.054
H -3.9008 -2.1878 -1.7900 0.00 0.00 0.01 0.087
H -2.4268 -1.2255 -1.9113 0.00 -0.03 0.01 0.064
N 0.5782 1.2303 -0.8621 -0.10 -0.06 0.02 0.082
N 0.2419 0.7580 -2.1493 0.05 0.01 0.09 0.000
C 0.3991 -0.5639 -2.3999 -0.08 0.35 -0.10 -0.393
N -0.0320 -1.0264 -3.5736 -0.15 -0.11 -0.16 0.211
N 0.9760 -1.2535 -1.4288 -0.01 -0.25 -0.16 0.130
N 1.1525 -2.5874 -1.5676 0.17 -0.01 0.52 -0.419
O 1.5230 -3.1152 -0.5174 0.08 -0.48 -0.37 0.017
O 0.9719 -3.2163 -2.5969 -0.02 -0.02 -0.27 0.056
H -0.2034 1.0836 -0.1996 0.02 0.00 -0.10 0.062
H 0.7424 2.2254 -0.9379 0.07 -0.01 -0.01 0.090
H -0.5523 1.2009 -2.5987 0.04 -0.12 0.01 0.109
H -0.5351 -0.4213 -4.1981 0.02 0.02 0.00 0.122
H 0.0246 -2.0198 -3.7563 0.06 0.18 0.08 0.097
N 3.6438 3.0772 -4.3076 0.04 0.02 0.02 0.174
C 4.3373 1.9440 -4.5937 -0.02 0.01 0.01 -0.504
O 4.9593 1.8075 -5.6271 0.02 0.00 -0.03 0.066
C 4.2942 0.8521 -3.5651 -0.02 -0.03 -0.02 -0.119
C 4.6260 -0.4360 -3.9687 0.00 0.03 0.00 0.009
C 4.5849 -1.4607 -3.0420 -0.03 -0.04 0.01 -0.030
C 4.2215 -1.1584 -1.7381 -0.03 0.04 -0.02 -0.125
N 3.9202 0.0750 -1.3366 0.05 0.00 0.12 0.064
C 3.9593 1.0546 -2.2332 -0.08 -0.02 -0.03 -0.082
H 3.6623 3.8182 -4.9874 -0.02 -0.02 0.01 0.114
H 3.0311 3.1513 -3.5180 -0.01 0.00 -0.01 0.085
H 4.9089 -0.5998 -5.0002 0.00 -0.01 0.01 0.125
H 4.8197 -2.4804 -3.3141 0.01 0.01 -0.02 0.113
H 4.1531 -1.9344 -0.9828 0.01 0.01 0.00 0.115
H 3.7160 2.0424 -1.8554 0.03 -0.01 0.02 0.115
C 4.0570 -0.3741 2.1381 -0.02 0.00 0.02 -0.128
O 2.9415 -0.4983 1.2714 0.04 -0.02 0.06 -0.189
H 4.1735 0.6521 2.4955 0.00 0.01 -0.01 0.082
H 4.9814 -0.6858 1.6450 0.00 0.00 -0.01 0.080
H 3.8884 -1.0172 3.0000 -0.01 -0.01 0.00 0.079
H 3.1616 -0.0689 0.4233 0.08 0.03 -0.14 0.034
```
Forces are in eV/Å.

Computed properties:
ΔE to the lowest compared entry with this formula, charge and spin in kJ/mol: 9.3
Spin multiplicity: 1
HOMO-LUMO gap in eV: 6.075
DFT total energy in Ha: -1825.4967
HOMO in eV: -6.3

---

> Look up the DFT total energy of the third one.

-1825.4967 Ha

---

> spin multiplicity of number 1 (C37H35I2N4SbTa)?

1